No. 1
# C90H139F7N8O26

21 unconnected molecules or ions with the total composition C90H139F7N8O26 (wB97M-V/def2-TZVPD, the Open Molecules 2025 dataset).

Geometry as ORCA input:
```
! wB97M-V def2-TZVPD RIJCOSX def2/J DEFGRID3
* xyz 0 1
C 1.6144 1.2966 2.6878
C 0.3377 1.8919 2.0467
O -0.1617 0.9809 1.1131
C -0.0242 1.1824 -0.2060
O 0.5399 2.1605 -0.7302
O -0.6177 0.0848 -0.8261
C -0.4210 -0.0935 -2.2423
H 1.5202 0.2357 2.9192
H 1.8514 1.9248 3.5465
H 2.4099 1.3909 1.9486
H 0.5910 2.8636 1.6227
H -0.3883 2.1342 2.8228
H 0.6278 0.0539 -2.4998
H -0.9922 0.7132 -2.7017
H -0.8399 -1.0468 -2.5646
C 5.6526 -7.2611 -0.2070
C 4.3390 -6.4543 -0.2764
O 4.3560 -5.1368 0.2689
C 3.3113 -4.2687 0.0403
O 2.3613 -4.5224 -0.6883
O 3.5332 -3.0211 0.5265
C 4.7271 -2.7030 1.2581
H 6.4913 -6.5961 -0.4132
H 5.6808 -8.0428 -0.9661
H 5.6778 -7.6966 0.7920
H 3.6178 -7.0706 0.2603
H 4.0139 -6.4894 -1.3162
H 5.6025 -2.9188 0.6455
H 4.7339 -2.9669 2.3156
H 4.7782 -1.6183 1.3516
C 0.5579 -7.3672 -2.5554
C 1.1106 -6.0717 -3.1229
O 0.0643 -5.1203 -3.1080
C 0.1500 -3.9024 -3.7959
O -0.6615 -3.0177 -3.6361
O 1.2372 -3.8084 -4.5559
C 1.6419 -2.5888 -5.1590
H 1.3050 -8.1436 -2.7203
H -0.3863 -7.6562 -3.0168
H 0.3019 -7.2083 -1.5079
H 1.3608 -6.1737 -4.1789
H 1.9502 -5.7048 -2.5325
H 1.6140 -1.8245 -4.3824
H 1.0517 -2.2685 -6.0176
H 2.6906 -2.5019 -5.4430
C 0.7370 -7.5066 -9.0577
C 1.1437 -7.2657 -7.6215
O -0.0642 -6.9462 -6.8548
C -0.6694 -5.6617 -6.8224
O -0.3502 -4.6980 -7.4515
O -1.7017 -5.8111 -5.9716
C -2.5989 -4.7306 -5.8181
H 1.4778 -7.9813 -9.7011
H 0.3925 -6.6167 -9.5844
H -0.1249 -8.1700 -9.1290
H 1.9596 -6.5438 -7.5862
H 1.5577 -8.0833 -7.0313
H -2.9654 -4.1584 -6.6703
H -2.2696 -3.9100 -5.1807
H -3.5584 -5.0657 -5.4243
C -8.5208 -0.5810 3.6050
C -7.6196 -1.2783 2.6231
O -6.7404 -2.0572 3.3621
C -5.5224 -1.6792 3.7083
O -5.0798 -0.5388 3.6007
O -4.8906 -2.7412 4.1177
C -3.4585 -2.7055 4.2588
H -9.0335 -1.2637 4.2826
H -9.2022 0.0265 3.0095
H -8.0117 0.1219 4.2645
H -7.1054 -0.5570 1.9880
H -8.2335 -1.8027 1.8908
H -3.1557 -1.9085 4.9379
H -3.0383 -2.4196 3.2946
H -3.0917 -3.6744 4.5974
C -6.7533 1.5591 -3.2132
C -5.3522 1.4555 -3.8104
O -4.7512 2.7292 -3.8533
C -3.4729 2.7974 -4.3454
O -2.7675 1.8598 -4.7614
O -3.1769 4.0374 -4.3541
C -2.0715 4.4952 -5.1372
H -6.7900 1.9193 -2.1851
H -7.2378 0.5830 -3.1878
H -7.4043 2.2655 -3.7282
H -5.4613 1.0787 -4.8274
H -4.7988 0.6836 -3.2757
H -2.0928 4.2155 -6.1905
H -1.1564 4.1210 -4.6780
H -2.1325 5.5835 -5.1318
C 0.4671 0.9492 -5.9574
C 1.5036 1.4830 -5.0259
O 2.5655 0.8313 -4.8775
N 1.2717 2.6133 -4.3841
C 2.1848 3.2578 -3.4277
H 0.7906 0.9086 -6.9975
H -0.4921 1.4670 -5.9557
H 0.2272 -0.0615 -5.6273
H 0.4039 3.1137 -4.5128
H 3.2225 3.2671 -3.7612
H 2.0618 2.7040 -2.4969
H 1.8373 4.2716 -3.2283
C -0.3876 -3.1542 -0.0811
C -0.2924 -4.2577 0.9397
O -0.3313 -5.4654 0.6035
N -0.2828 -3.9445 2.2336
C -0.2730 -2.6782 2.8688
H -0.6848 -3.5401 -1.0562
H 0.5725 -2.6533 -0.2059
H -1.1406 -2.4331 0.2368
H -0.4676 -4.7163 2.8584
H -0.6428 -2.8446 3.8806
H -1.0633 -2.1338 2.3521
H 0.6338 -2.0747 2.8297
C -4.5685 -1.7423 -0.2969
C -5.5948 -2.2449 -1.2518
O -6.7256 -2.4494 -0.8648
N -5.1696 -2.5496 -2.4815
C -3.8419 -2.4596 -3.0349
H -4.1336 -2.6707 0.0735
H -5.0374 -1.2747 0.5689
H -3.7453 -1.1811 -0.7389
H -5.8418 -2.8554 -3.1706
H -3.5577 -1.4074 -3.0470
H -3.7542 -2.8941 -4.0307
H -3.1920 -2.9751 -2.3278
C -2.5684 4.8624 9.0901
C -1.3498 4.7318 8.1316
O -1.3108 3.8937 7.2089
N -0.2367 5.4843 8.3496
C 1.0807 5.1953 7.7320
H -3.4051 4.1796 8.9423
H -2.8572 5.9123 9.0418
H -2.0923 4.7504 10.0642
H -0.2109 6.3347 8.8938
H 1.0950 4.3071 7.1003
H 1.7628 5.0257 8.5652
H 1.4837 6.0826 7.2438
C 7.0519 -1.3652 4.3786
C 7.9351 -1.9563 3.3450
O 7.6256 -3.0290 2.8391
N 9.0150 -1.2471 2.9679
C 10.0735 -1.7079 2.1114
H 6.2703 -0.7467 3.9374
H 7.6156 -0.6959 5.0286
H 6.6613 -2.1586 5.0159
H 9.2398 -0.3963 3.4636
H 10.5525 -2.6194 2.4692
H 10.7122 -0.8260 2.0622
H 9.6861 -1.7821 1.0953
C 0.5591 1.3079 6.6156
C -0.4717 0.9825 5.5352
O -0.4073 -0.0563 4.8459
N -1.4459 1.8983 5.3579
C -2.5971 1.8109 4.4425
H 0.9888 0.3864 7.0085
H 0.0839 1.9444 7.3621
H 1.4069 1.7943 6.1332
H -1.4199 2.6929 5.9809
H -3.3826 1.2391 4.9367
H -2.4127 1.2806 3.5083
H -2.8778 2.8365 4.2027
C -4.1690 -5.6226 1.3008
C -4.3127 -5.9978 -0.1293
O -5.3671 -6.4853 -0.5179
N -3.3040 -5.6861 -0.9003
C -3.1425 -5.9186 -2.3165
H -4.5116 -6.4779 1.8831
H -4.6805 -4.6743 1.4656
H -3.1218 -5.4400 1.5420
H -2.5626 -5.1708 -0.4476
H -4.1300 -5.8035 -2.7636
H -2.6054 -6.8002 -2.6663
H -2.5240 -5.1950 -2.8475
C 5.6210 -0.4792 -5.4712
C 5.0647 -1.4699 -4.4632
O 5.6470 -2.5630 -4.3648
N 4.1321 -0.9940 -3.6339
C 3.7008 -1.6839 -2.4242
H 6.7069 -0.4996 -5.3791
H 5.2939 0.5281 -5.2133
H 5.2951 -0.7760 -6.4681
H 3.5580 -0.2056 -3.8964
H 4.4748 -2.2946 -1.9595
H 2.7662 -2.2092 -2.6211
H 3.4442 -0.9261 -1.6839
F -3.3217 5.3401 -0.8355
C -3.6249 4.2474 -0.1709
C -3.2725 2.9447 -0.6965
C -3.5705 1.8166 0.0500
C -4.2365 1.9287 1.2626
C -4.5678 3.1765 1.7457
C -4.2811 4.3800 1.0973
H -2.5823 2.8998 -1.5260
H -3.2236 0.8205 -0.1820
H -4.4504 0.9915 1.7547
H -5.0332 3.1910 2.7202
H -4.5544 5.2946 1.6025
F -5.8027 -1.0874 -5.0054
C -5.2940 -1.5202 -6.1808
C -5.9279 -2.4693 -6.9376
C -5.4382 -2.9316 -8.1596
C -4.2205 -2.3896 -8.5925
C -3.4902 -1.4951 -7.7780
C -4.0382 -1.1133 -6.5840
H -6.7881 -2.8763 -6.4269
H -5.8739 -3.7059 -8.7737
H -3.7939 -2.7075 -9.5323
H -2.4969 -1.2328 -8.1111
H -3.3998 -0.5386 -5.9295
F 3.1623 -0.6476 8.1657
C 3.5197 0.4812 7.4799
C 3.6358 0.3773 6.0963
C 4.1083 1.4843 5.3839
C 4.3901 2.7372 6.0201
C 4.3479 2.8041 7.4453
C 3.9058 1.6571 8.1505
H 3.4561 -0.5527 5.5775
H 4.0978 1.4398 4.3048
H 4.8006 3.4882 5.3614
H 4.6318 3.7163 7.9489
H 3.8745 1.6809 9.2298
F -1.0586 4.8202 1.9277
C -1.5945 5.8494 2.6536
C -2.3496 6.8628 2.0568
C -3.0054 7.7796 2.8822
C -2.8400 7.7136 4.2603
C -2.0770 6.7785 4.8725
C -1.5782 5.7646 4.0365
H -2.5824 6.8069 1.0037
H -3.5466 8.6054 2.4445
H -3.3267 8.5012 4.8164
H -2.0055 6.7889 5.9501
H -1.0582 4.9227 4.4693
F 7.5401 -0.7221 0.0152
C 6.6108 0.2511 0.1930
C 6.6193 1.0443 1.3227
C 5.6830 2.0773 1.5325
C 4.6720 2.1813 0.5505
C 4.6537 1.4466 -0.6192
C 5.6463 0.4678 -0.8131
H 7.3182 0.7707 2.0993
H 5.6759 2.7409 2.3846
H 3.8898 2.9076 0.7146
H 3.8064 1.5579 -1.2796
H 5.5988 -0.1568 -1.6929
F 1.9400 4.5097 4.8706
C 2.8068 5.1753 4.0737
C 3.4721 6.2824 4.6032
C 4.3570 6.9273 3.7934
C 4.5487 6.5104 2.4656
C 3.8291 5.4140 1.9176
C 2.9772 4.7174 2.7879
H 3.0390 6.6380 5.5264
H 4.9141 7.7402 4.2352
H 5.3514 6.9128 1.8654
H 4.0683 5.0527 0.9283
H 2.4128 3.8938 2.3761
F -1.6641 8.5465 -2.0445
C -0.9178 7.5205 -1.5233
C -0.0930 7.7728 -0.4560
C 0.6849 6.7218 0.0575
C 0.6360 5.4973 -0.5957
C -0.3070 5.2387 -1.5980
C -1.0866 6.2990 -2.0978
H -0.1022 8.7542 -0.0052
H 1.3021 6.8255 0.9377
H 1.2140 4.6448 -0.2708
H -0.3530 4.2652 -2.0634
H -1.7714 6.2183 -2.9291
*
```

HOMO energy, Eh: -0.316
Energy, eV: -179763.637
LUMO energy, eV: 0.044


No. 2
# C5H6O

C5H6O in the gas phase (wB97M-V/def2-TZVPD, the Open Molecules 2025 dataset).

Geometry as ORCA input:
```
! wB97M-V def2-TZVPD RIJCOSX def2/J DEFGRID3
* xyz 0 1
O -0.2607 -2.6205 -0.4374
C 0.7052 -2.0033 -0.0584
C 0.6851 -0.5327 0.2865
C -0.6591 0.1104 0.0433
C -0.8208 1.4752 -0.0740
C -0.5285 2.7052 -0.3295
H 1.6856 -2.5079 0.0701
H 1.4988 -0.0271 -0.2485
H 0.9554 -0.4453 1.3558
H -1.2759 0.9760 -1.0643
H -1.5043 -0.5691 -0.0107
H -0.4807 3.4392 0.4671
*
```

HOMO energy, Eh: -0.300
Energy, eV: -7323.877
LUMO energy, eV: 0.246


No. 3
# C12H12

C12H12 in the gas phase (wB97M-V/def2-TZVPD, the Open Molecules 2025 dataset).

Geometry as ORCA input:
```
! wB97M-V def2-TZVPD RIJCOSX def2/J DEFGRID3
* xyz 0 1
C 0.3239 1.1213 1.7845
C 0.7871 -0.1280 2.0904
C 0.7363 -1.2361 0.9370
C 1.7957 -0.4384 0.1254
C 0.8985 0.5747 -0.5970
C -0.1388 1.2621 0.3354
C -1.3238 0.3490 0.4046
C -1.9453 0.4849 -1.0333
C -1.0267 0.0803 -1.9945
C 0.2545 -0.4599 -1.4761
C 0.0355 -1.5432 -0.4654
C -0.8088 -1.0777 0.7166
H 0.2357 1.9349 2.4423
H 1.1880 -0.3222 3.1425
H 2.1385 -1.1705 -0.6133
H 2.6468 0.1849 0.5291
H 1.4890 1.3435 -1.1313
H -0.4222 2.3203 0.1383
H -2.0683 0.6338 1.2231
H -2.9162 0.9383 -1.3995
H -1.2481 0.1619 -3.0216
H 0.9545 -0.6799 -2.3368
H -0.0435 -2.5465 -0.8951
H -1.5423 -1.7874 1.0946
*
```

HOMO energy, Eh: -0.258
Energy, eV: -12630.474
LUMO energy, eV: 0.653


No. 4
# C3BrFN2

C3BrFN2 in the gas phase (wB97M-V/def2-TZVPD, the Open Molecules 2025 dataset).

Geometry as ORCA input:
```
! wB97M-V def2-TZVPD RIJCOSX def2/J DEFGRID3
* xyz 0 1
C -0.7975 -0.4662 0.9691
C 1.4471 -0.6242 0.1648
C 0.3136 0.1681 0.3710
N -1.7535 -0.9956 1.3165
N 2.3381 -1.3449 0.0899
F -1.4375 1.5985 -2.3223
Br -0.1103 1.6643 -0.5890
*
```

HOMO energy (spin up / spin down), Eh: -0.401 / -0.401
Energy, eV: -78845.630
LUMO energy (spin up / spin down), eV: -4.152 / -4.152


The highest energy belongs to which entry? C5H6O